[1]
ORCA calculation (ωB97M-V with the def2-TZVPD basis set) on 2 unconnected molecules or ions with the total composition C2H7N3 at a distorted geometry.

Each atom is followed by the atoms it is bonded to, with distances in Å.
Geometry (Å):
1 C -0.770 2.598 0.754  N2 1.238, H3 1.137, H4 1.125
2 N -0.050 3.604 0.739  C1 1.238, H5 0.991
3 H -1.882 2.692 0.541  C1 1.137
4 H -0.278 1.598 0.909  C1 1.125
5 H 0.884 3.548 1.067  N2 0.991
6 N 0.071 -1.480 -1.280  C7 1.401, H9 1.048, H10 1.032
7 C 0.807 -2.044 -0.229  N6 1.401, N8 1.280, H11 1.061
8 N 0.555 -3.161 0.345  C7 1.280, H12 1.010
9 H -0.951 -1.702 -1.218  N6 1.048
10 H 0.172 -0.501 -1.589  N6 1.032
11 H 1.752 -1.604 -0.031  C7 1.061
12 H -0.309 -3.548 -0.008  N8 1.010

Values from the calculation:
* multiplicity: 1
* HOMO-LUMO gap: 0.379 Eh
* relative energy (zero: lowest compared OMol25 entry of this formula, charge and spin): 163.7 kJ/mol
* total charge: 0

natural (NBO) charges in e:
1. C -0.043
2. N -0.609
3. H 0.169
4. H 0.139
5. H 0.343
6. N -0.844
7. C 0.273
8. N -0.676
9. H 0.377
10. H 0.391
11. H 0.162
12. H 0.317

=====

[2]
ORCA calculation (ωB97M-V with the def2-TZVPD basis set) on 2 unconnected molecules or ions with the total composition C13H21N3O2P at a distorted geometry.

Each atom is followed by the atoms it is bonded to, with distances in Å.
Geometry (Å):
1 O 1.850 -3.213 -1.225  N2 1.183
2 N 1.446 -4.315 -1.080  O1 1.183, O3 1.352
3 O 1.770 -5.087 -2.142  N2 1.352, C4 1.469
4 C 0.935 -4.799 -3.315  O3 1.469, P5 1.954, H6 1.100, H7 1.100
5 P 2.054 -3.949 -4.673  C4 1.954, H8 1.470, H9 1.480, H10 1.473, H11 1.459, H12 1.464
6 H 0.135 -4.112 -3.001  C4 1.100
7 H 0.476 -5.724 -3.694  C4 1.100
8 H 3.214 -4.529 -3.983  P5 1.470
9 H 2.079 -2.745 -3.812  P5 1.480
10 H 0.860 -3.376 -5.320  P5 1.473
11 H 1.948 -5.103 -5.561  P5 1.459
12 H 2.935 -3.241 -5.605  P5 1.464
13 C -4.805 2.863 4.164  N14 1.478, H27 1.087, H28 1.088, H29 1.085
14 N -3.582 2.508 3.414  C13 1.478, C15 1.348, C19 1.347
15 C -3.685 1.708 2.334  N14 1.348, C16 1.376, H30 1.081
16 C -2.575 1.385 1.588  C15 1.376, C17 1.398, H31 1.082
17 C -1.321 1.892 1.939  C16 1.398, C18 1.398, C20 1.471
18 C -1.247 2.701 3.078  C17 1.398, C19 1.376, H32 1.082
19 C -2.384 2.993 3.796  N14 1.347, C18 1.376, H33 1.080
20 C -0.122 1.609 1.136  C17 1.471, C21 1.400, C25 1.395
21 C 0.642 2.651 0.596  C20 1.400, C22 1.376, H34 1.082
22 C 1.784 2.374 -0.119  C21 1.376, N23 1.348, H35 1.080
23 N 2.185 1.101 -0.304  C22 1.348, C24 1.347, C26 1.478
24 C 1.462 0.076 0.185  N23 1.347, C25 1.376, H36 1.085
25 C 0.309 0.304 0.901  C20 1.395, C24 1.376, H37 1.082
26 C 3.434 0.803 -1.037  N23 1.478, H38 1.090, H39 1.088, H40 1.085
27 H -5.288 1.945 4.491  C13 1.087
28 H -5.457 3.427 3.500  C13 1.088
29 H -4.542 3.469 5.024  C13 1.085
30 H -4.672 1.347 2.080  C15 1.081
31 H -2.700 0.754 0.718  C16 1.082
32 H -0.302 3.105 3.414  C18 1.082
33 H -2.356 3.617 4.677  C19 1.080
34 H 0.347 3.684 0.725  C21 1.082
35 H 2.392 3.158 -0.546  C22 1.080
36 H 1.833 -0.926 -0.006  C24 1.085
37 H -0.236 -0.546 1.290  C25 1.082
38 H 3.194 0.147 -1.874  C26 1.090
39 H 4.121 0.315 -0.350  C26 1.088
40 H 3.870 1.727 -1.403  C26 1.085

Values from the calculation:
* multiplicity: 1
* HOMO-LUMO gap: 0.064 Eh
* total charge: +1

natural (NBO) charges in e:
1. O -0.344
2. N 0.382
3. O -0.407
4. C -0.408
5. P 0.385
6. H 0.161
7. H 0.191
8. H -0.127
9. H -0.132
10. H -0.143
11. H -0.085
12. H -0.133
13. C -0.408
14. N -0.266
15. C 0.083
16. C -0.201
17. C 0.031
18. C -0.220
19. C 0.097
20. C -0.019
21. C -0.214
22. C 0.082
23. N -0.257
24. C 0.082
25. C -0.197
26. C -0.413
27. H 0.240
28. H 0.239
29. H 0.237
30. H 0.248
31. H 0.261
32. H 0.257
33. H 0.244
34. H 0.248
35. H 0.244
36. H 0.278
37. H 0.256
38. H 0.258
39. H 0.240
40. H 0.230

=====

HOMO-LUMO gap of number 1 (C2H7N3)? 0.379 Eh